*P*
The following is a quantum chemistry calculation of 4 unconnected molecules or ions with the total composition C12H24N3O4P, from the OMol25 dataset.

CARTESIAN COORDINATES (ANGSTROEM)
P: 0.429 -0.264 -3.103
O: -0.952 -0.992 -2.743
O: 0.063 1.269 -2.687
O: 1.477 -0.680 -1.933
O: 0.758 -0.454 -4.512
N: -2.437 -5.996 9.059
N: -2.012 2.206 5.886
N: 3.735 5.690 0.315
C: 5.000 4.326 -1.614
C: 2.451 -1.620 -2.467
C: -1.008 2.036 -3.239
C: 3.233 -2.398 -1.329
C: -2.814 -5.180 8.258
C: 4.323 5.058 -0.483
C: -1.778 2.598 3.328
C: -1.009 -2.338 -2.494
C: -3.172 -4.142 7.276
C: -1.541 2.961 -2.164
C: -2.254 -2.551 -1.686
C: -1.865 2.393 4.734
H: -0.724 2.437 3.102
H: 5.931 4.831 -1.874
H: 3.117 -1.059 -3.123
H: -2.275 3.460 2.881
H: -3.461 -4.551 6.308
H: 4.309 4.442 -2.450
H: 4.277 -2.524 -1.615
H: -1.131 -2.831 -3.459
H: -2.048 3.797 -2.645
H: -2.391 -3.425 7.023
H: 5.200 3.279 -1.390
H: -2.043 -2.276 -0.653
H: -2.240 1.744 2.832
H: 2.031 -2.428 -3.066
H: 2.829 -3.396 -1.160
H: -1.777 1.517 -3.811
H: -2.460 -3.611 -1.538
H: -0.827 3.460 -1.510
H: -0.119 -2.527 -1.894
H: -3.143 -2.059 -2.080
H: -2.280 2.501 -1.508
H: 3.255 -1.807 -0.414
H: -0.609 2.711 -3.996
H: -4.048 -3.603 7.638

## Properties
**Frontier orbital gap**: 10.783 eV
**Charge**: 0
**SMILES string**: CCOP(=O)(OCC)OCC.CC#N.CC#N.CC#N
**HOMO**: -10.5588 eV

Löwdin population analysis, charges in e, atoms 1 to 2: number 1, P, carries 0.45; number 2, O, carries -0.19

*Q*
The following is a quantum chemistry calculation of 4 unconnected molecules or ions with the total composition C12H24N3O4P, from the OMol25 dataset.

CARTESIAN COORDINATES (ANGSTROEM)
P: -3.706 -36.485 -32.427
O: -4.187 -35.403 -33.401
O: -2.087 -36.711 -32.224
O: -4.121 -36.189 -30.868
O: -4.272 -37.980 -32.694
N: 3.735 -23.716 -26.454
N: 0.603 -31.982 -24.292
N: 5.715 -30.637 -18.208
C: 1.096 -31.161 -24.959
C: -4.680 -39.890 -34.162
C: 2.852 -23.122 -26.083
C: 4.767 -31.038 -18.730
C: -0.465 -35.374 -31.161
C: 1.725 -22.275 -25.651
C: -1.182 -35.669 -32.444
C: 1.772 -30.146 -25.785
C: -3.805 -38.655 -33.886
C: -3.625 -37.061 -29.854
C: -3.877 -36.568 -28.475
C: 3.562 -31.465 -19.470
H: 2.789 -30.075 -25.399
H: 1.449 -29.115 -25.640
H: -2.556 -37.212 -30.006
H: -5.747 -39.667 -34.160
H: -1.723 -34.887 -32.976
H: 0.214 -36.194 -30.930
H: 0.709 -22.603 -25.871
H: 1.715 -21.261 -26.052
H: 0.215 -34.523 -31.204
H: -4.953 -36.417 -28.382
H: -1.226 -35.250 -30.391
H: -3.567 -37.286 -27.715
H: 2.813 -31.995 -18.881
H: -4.009 -37.993 -34.728
H: 3.253 -30.506 -19.886
H: -4.511 -40.755 -33.521
H: -2.773 -39.006 -33.893
H: 1.718 -22.293 -24.561
H: -4.454 -40.249 -35.166
H: 1.755 -30.396 -26.846
H: -4.104 -38.033 -29.968
H: -3.439 -35.578 -28.349
H: 3.992 -32.129 -20.219
H: -0.375 -35.983 -33.107

## Properties
**Frontier orbital gap**: 11.105 eV
**Charge**: 0
**SMILES string**: CCOP(=O)(OCC)OCC.CC#N.CC#N.CC#N
**HOMO**: -10.6936 eV

Löwdin population analysis, charges in e, atoms 1 to 2: number 1, P, carries 0.56; number 2, O, carries -0.27

Going by the computed energies, the most stable comes first: *Q*, *P*.

*P*
The following is a quantum chemistry calculation of a gas-phase ion, C6H17N2 (charge +1), from the OMol25 dataset.

CARTESIAN COORDINATES (ANGSTROEM)
N: 2.253 -0.659 -0.568
N: 0.636 1.957 -0.832
C: 0.198 0.599 -0.304
C: -3.334 -0.277 1.055
C: -1.900 -0.514 0.566
C: -1.029 0.739 0.590
C: 1.817 -2.026 -0.861
C: 1.408 0.012 0.410
H: 0.780 -2.010 -1.193
H: -1.958 -0.955 -0.430
H: -3.362 0.294 1.981
H: -0.055 -0.023 -1.157
H: 1.990 0.752 0.961
H: 1.033 -0.682 1.179
H: 0.776 2.582 -0.035
H: -0.725 0.931 1.627
H: 3.204 -0.694 -0.223
H: -1.466 -1.298 1.177
H: -3.955 0.214 0.306
H: 1.522 1.842 -1.329
H: -3.793 -1.249 1.203
H: 1.907 -2.685 -0.001
H: -1.627 1.632 0.399
H: -0.100 2.385 -1.394
H: 2.381 -2.360 -1.723

## Properties
**Frontier orbital gap**: 9.817 eV
**Charge**: +1
**SMILES string**: CCC[C@@H]([NH3+])CNC
**HOMO**: -13.1435 eV

Löwdin population analysis, charges in e, atoms 1 to 2: number 1, N, carries -0.12; number 2, N, carries 0.23

*Q*
The following is a quantum chemistry calculation of 2 unconnected molecules or ions with the total composition C6H17N2, from the OMol25 dataset.

CARTESIAN COORDINATES (ANGSTROEM)
N: -0.578 -0.455 -3.655
N: -0.331 -0.057 3.052
C: 1.660 1.276 -1.790
C: -0.184 0.035 -0.651
C: -0.697 -1.422 3.414
C: -0.615 0.358 1.744
C: 0.241 -0.439 0.616
C: 0.219 1.325 -1.166
H: 2.228 0.430 -1.404
H: 0.202 2.058 -0.349
H: 0.620 0.164 3.329
H: -0.396 -1.610 4.442
H: -0.208 -2.172 2.778
H: -1.532 -0.699 -3.897
H: 0.073 -1.512 0.731
H: -1.121 -0.376 -1.030
H: -0.355 -0.844 -2.750
H: -0.381 1.412 1.626
H: -1.772 -1.552 3.305
H: 1.560 1.141 -2.864
H: 0.006 -0.945 -4.325
H: 2.205 2.192 -1.578
H: 1.296 -0.223 0.812
H: -1.683 0.240 1.553
H: -0.458 1.674 -1.944

## Properties
**Frontier orbital gap**: 7.082 eV
**Charge**: +1
**HOMO**: -13.3212 eV

Löwdin population analysis, charges in e, atoms 1 to 2: number 1, N, carries 0.05; number 2, N, carries -0.08

Going by the computed energies, the most stable comes first: *P*, *Q*.

*P*
The following is a quantum chemistry calculation of 2 unconnected molecules or ions with the total composition C6H17N2, from the OMol25 dataset.

CARTESIAN COORDINATES (ANGSTROEM)
N: 1.551 1.157 -0.301
N: -0.615 -0.834 -0.274
C: 3.474 -0.382 -0.171
C: -2.244 1.042 0.396
C: -0.825 0.438 0.148
C: 1.966 -0.190 -0.490
C: -3.120 0.125 1.216
C: 0.149 1.345 -0.671
H: 1.789 -0.528 -1.511
H: -0.508 0.493 1.327
H: -2.715 1.319 -0.564
H: -2.040 1.982 0.915
H: -0.609 -3.377 -1.797
H: 3.822 -1.281 -0.704
H: 3.995 0.572 -0.415
H: 0.000 2.384 -0.368
H: 0.035 -3.562 -1.484
H: 0.015 1.062 -1.734
H: -2.701 -0.041 2.216
H: 1.702 1.430 0.670
H: 3.674 -0.471 0.913
H: -0.957 -1.518 0.412
H: -3.224 -0.852 0.723
H: 1.475 -0.937 0.227
H: -4.086 0.625 1.320

## Properties
**Frontier orbital gap**: 6.427 eV
**Charge**: +1
**HOMO**: -14.0334 eV

Löwdin population analysis, charges in e, atoms 1 to 2: number 1, N, carries 0.01; number 2, N, carries 0.26

*Q*
The following is a quantum chemistry calculation of a gas-phase ion, C6H17N2 (charge +1), from the OMol25 dataset.

CARTESIAN COORDINATES (ANGSTROEM)
N: -0.640 1.572 -1.796
N: 0.714 -1.386 0.125
C: 0.552 2.872 0.520
C: -0.469 -1.774 0.982
C: -0.274 0.670 -0.619
C: 0.420 -0.628 -1.072
C: -0.312 -3.245 1.340
C: 0.649 1.351 0.401
H: -0.489 3.174 0.332
H: -0.342 -1.161 1.871
H: -1.388 -1.581 0.429
H: 0.654 -3.472 1.769
H: 1.017 3.434 -0.302
H: -0.182 -1.179 -1.799
H: 1.155 -2.249 -0.162
H: 1.350 -0.278 -1.529
H: -1.062 -3.379 2.130
H: -1.502 1.299 -2.227
H: -0.658 -3.883 0.532
H: 0.845 3.279 1.479
H: 0.217 1.030 1.354
H: 1.630 0.903 0.395
H: -1.258 0.481 -0.217
H: -0.727 2.508 -1.437
H: 0.101 1.642 -2.499

## Properties
**Frontier orbital gap**: 9.140 eV
**Charge**: +1
**SMILES string**: CCNC[C@H]([NH3+])CC
**HOMO**: -12.6465 eV

Löwdin population analysis, charges in e, atoms 1 to 2: number 1, N, carries 0.24; number 2, N, carries -0.08

*R*
The following is a quantum chemistry calculation of a gas-phase ion, C6H17N2 (charge +1), from the OMol25 dataset.

CARTESIAN COORDINATES (ANGSTROEM)
N: -3.106 0.720 0.468
N: 0.395 -0.040 -0.549
C: 1.974 1.371 0.702
C: 1.679 -0.021 0.109
C: 1.772 -1.166 1.137
C: -2.132 0.199 -0.554
C: -0.796 -0.303 0.175
C: 0.477 -0.587 -1.951
H: 0.328 0.272 -2.734
H: 1.337 1.635 1.578
H: -2.486 -0.737 -1.063
H: 1.669 2.127 -0.059
H: -3.579 1.524 0.087
H: 3.075 1.421 0.962
H: 1.067 -1.038 1.943
H: -0.458 -1.227 -2.156
H: -0.942 -1.410 0.318
H: -1.745 1.009 -1.224
H: -2.520 1.198 1.310
H: 2.648 -0.237 -0.547
H: 1.363 -1.304 -2.103
H: -3.863 0.031 0.649
H: 2.882 -1.366 1.677
H: 1.654 -2.126 0.570
H: -0.693 0.053 1.256

## Properties
**Frontier orbital gap**: 7.759 eV
**Charge**: +1
**SMILES string**: CC(C)N(C)CC[NH3+]
**HOMO**: -11.7436 eV

Löwdin population analysis, charges in e, atoms 1 to 2: number 1, N, carries 0.16; number 2, N, carries -0.24

Going by the computed energies, the most stable comes first: *Q*, *R*, *P*.

*P*
The following is a quantum chemistry calculation of a molecular structure, C9H21N3O3Rb, from the OMol25 dataset.

CARTESIAN COORDINATES (ANGSTROEM)
Rb: 0.900 1.434 2.058
O: 1.923 5.030 -2.804
O: -4.306 -0.880 1.247
O: 4.132 -3.674 2.085
N: 4.768 -5.830 2.321
N: 1.694 6.914 -4.028
N: -6.528 -1.189 1.601
C: 5.247 -7.052 1.767
C: -7.497 -1.686 2.536
C: -6.999 -0.953 0.266
C: 2.226 5.635 -3.807
C: -5.240 -1.225 1.964
C: 1.716 7.480 -5.370
C: 5.387 -5.462 3.560
C: 4.278 -4.858 1.620
C: 0.970 7.639 -2.957
H: -7.164 -1.574 3.567
H: 1.585 8.218 -2.267
H: 4.786 -8.002 2.036
H: 0.177 8.230 -3.414
H: -5.117 -1.481 3.028
H: 6.328 -6.929 1.698
H: 6.226 -4.771 3.481
H: -7.825 -0.243 0.224
H: -6.296 -0.562 -0.469
H: -7.643 -2.735 2.274
H: 4.082 -5.125 0.570
H: -8.422 -1.116 2.445
H: 0.431 6.990 -2.267
H: 2.089 8.494 -5.513
H: 4.697 -5.003 4.269
H: 2.265 6.836 -6.058
H: -7.425 -1.853 -0.177
H: 5.805 -6.319 4.087
H: 5.074 -6.987 0.693
H: 2.969 5.203 -4.495
H: 0.705 7.407 -5.770

## Properties
**Frontier orbital gap**: 7.166 eV
**Charge**: +1
**HOMO**: -10.9038 eV

Löwdin population analysis, charges in e, atoms 1 to 2: number 1, Rb, carries 0.97; number 2, O, carries -0.01

*Q*
The following is a quantum chemistry calculation of a molecular structure, C9H21N3O3Rb, from the OMol25 dataset.

CARTESIAN COORDINATES (ANGSTROEM)
Rb: 1.163 0.416 -0.390
O: 3.313 -1.518 -1.015
O: -0.730 -0.667 1.650
O: -1.078 2.222 -1.068
N: -2.521 -0.086 2.883
N: 4.576 -3.395 -0.928
N: -3.009 3.243 -1.648
C: -2.439 4.541 -1.922
C: 5.585 -1.330 -1.738
C: -2.291 2.181 -1.267
C: -3.031 0.866 -1.097
C: 4.398 -2.067 -1.184
C: -1.297 0.144 2.361
C: -3.157 -1.391 2.844
C: 3.464 -4.310 -0.756
C: -0.719 1.499 2.703
H: 6.511 -1.906 -1.740
H: 5.341 -1.032 -2.756
H: -3.945 0.850 -1.695
H: -2.528 5.266 -1.112
H: -4.004 -1.407 3.523
H: 5.468 -3.735 -1.250
H: -2.478 -2.200 3.105
H: -1.373 2.329 2.449
H: -2.355 0.076 -1.403
H: -3.522 -1.558 1.826
H: -0.459 1.554 3.763
H: -3.361 0.708 -0.069
H: -2.887 0.621 3.495
H: -2.897 4.992 -2.801
H: 3.766 -5.089 -0.061
H: 0.248 1.605 2.210
H: 5.818 -0.433 -1.164
H: 2.628 -3.732 -0.382
H: 3.193 -4.818 -1.683
H: -4.007 3.163 -1.542
H: -1.383 4.399 -2.141

## Properties
**Frontier orbital gap**: 10.043 eV
**Charge**: +1
**HOMO**: -12.4053 eV

Löwdin population analysis, charges in e, atoms 1 to 2: number 1, Rb, carries 0.98; number 2, O, carries -0.09

Going by the computed energies, the most stable comes first: *Q*, *P*.